C11H22N2O3 in the gas phase. Source: OMol25; level of theory: ωB97M-V/def2-TZVPD.

Properties
SMILES string: CCOC(=O)/C(CCCN(CC)CC)=N\O
Gap between HOMO and LUMO: 0.317 hartree

```
38
Properties=species:S:1:pos:R:3:forces:R:3:mulliken_charge:R:1
C -0.7620 3.1550 -1.4199 0.301 -0.252 -0.162 -1.047
C 0.4028 2.8595 -2.3530 -0.441 0.514 -0.213 -0.375
H 0.0653 2.8650 -3.3947 0.147 0.043 0.168 0.349
H 1.2097 3.5825 -2.2181 -0.077 -0.125 -0.052 0.350
O 0.9917 1.5902 -2.0643 0.190 -0.357 0.183 -0.305
C 0.4494 0.5196 -2.6385 -0.373 -0.095 -0.540 1.201
O -0.5007 0.5789 -3.4028 0.153 0.016 0.158 -0.736
C 1.1431 -0.7508 -2.3011 0.001 0.405 -0.109 0.032
N 0.9052 -1.8590 -2.8890 0.335 -0.287 0.235 -0.512
O -0.0122 -1.9859 -3.8535 -0.535 0.177 -0.479 -0.379
H -0.4866 -1.1367 -4.0185 0.331 -0.028 0.356 0.394
C 2.1609 -0.7711 -1.1993 -0.058 -0.282 0.222 -0.818
C 1.5206 -1.2216 0.1201 -0.020 0.392 -0.125 -0.731
H 1.1570 -2.2417 -0.0034 0.007 -0.107 0.028 0.369
H 2.2749 -1.2184 0.9075 -0.015 -0.047 0.063 0.338
C 0.3709 -0.3065 0.5467 0.238 -0.232 0.058 -0.838
N -0.0895 -0.6422 1.8743 -0.010 0.061 -0.042 0.392
C -0.8133 -1.9001 1.9771 0.239 -0.191 0.242 -0.615
H -0.9526 -2.3357 0.9827 -0.079 0.042 0.008 0.366
H -1.8100 -1.7375 2.4026 -0.018 0.014 -0.116 0.417
C -0.0577 -2.8890 2.8639 -0.276 0.070 -0.201 -1.289
H 0.9212 -3.1018 2.4449 0.122 -0.027 -0.033 0.259
H -0.6145 -3.8190 2.9501 -0.030 -0.180 0.074 0.437
H 0.0794 -2.4689 3.8568 0.036 0.028 0.123 0.283
C -0.6718 0.4553 2.6152 -0.185 0.146 -0.056 -0.685
C -1.9580 1.0505 2.0263 0.283 -0.183 0.129 -0.830
H -1.7751 1.4557 1.0343 -0.020 0.072 -0.129 0.024
H -2.3209 1.8513 2.6654 -0.095 0.112 0.035 0.411
H -2.7351 0.2935 1.9488 -0.123 -0.041 -0.030 0.303
H 0.0851 1.2429 2.6880 -0.038 -0.021 0.105 0.407
H -0.8710 0.0951 3.6279 0.053 0.084 0.036 0.349
H -0.4358 -0.3646 -0.2085 0.007 0.103 0.059 0.346
H 0.7357 0.7237 0.5677 -0.040 0.039 -0.041 0.340
H 2.9453 -1.4791 -1.4661 0.035 0.091 -0.059 0.435
H 2.5917 0.2228 -1.0844 0.094 -0.083 -0.007 0.393
H -1.5527 2.4226 -1.5669 -0.078 -0.019 0.012 0.270
H -0.4329 3.1221 -0.3837 -0.009 0.030 0.100 0.220
H -1.1574 4.1435 -1.6348 -0.053 0.115 -0.004 0.476
```
Forces are in eV/Å.



2 unconnected molecules or ions with the total composition C4H12NS2. Source: OMol25; level of theory: ωB97M-V/def2-TZVPD.

Properties
Charge: +1
Gap between HOMO and LUMO: 0.315 hartree

```
19
Properties=species:S:1:pos:R:3:forces:R:3:mulliken_charge:R:1
C -0.0342 0.8469 -0.8118 -1.189 0.204 0.108 -0.885
C -0.5851 0.9584 1.5419 2.746 -1.504 5.417 -1.015
C 3.1690 -2.3721 0.5647 0.907 2.561 0.959 -0.891
C 1.1221 -0.4946 0.8400 0.210 -0.224 -2.183 0.045
N 0.1689 0.3378 0.4843 1.467 -1.123 2.991 0.172
S -3.3886 0.3460 -0.5509 -0.966 0.810 0.605 -0.317
S 2.1713 -1.1733 -0.3899 -0.245 0.524 0.717 0.035
H 0.3132 0.0418 -1.4452 -0.261 0.757 -1.210 0.309
H -1.0819 1.1913 -0.8246 0.181 -1.075 -0.761 0.224
H 0.3973 1.8177 -0.7908 1.506 0.688 -0.928 0.358
H -0.9441 0.1199 2.2188 -0.381 1.097 -1.059 0.366
H 0.1468 1.4765 2.3463 -1.442 -0.601 -2.210 0.344
H -1.3254 1.6203 1.2573 -1.402 1.000 -0.823 0.435
H 3.8174 -1.8444 1.3429 -0.517 -0.702 -1.491 0.319
H 3.6860 -2.9913 -0.1374 0.449 -0.158 -0.302 0.368
H 2.4632 -2.9072 1.0906 -1.322 -1.663 1.082 0.334
H 1.2948 -0.8034 1.8766 -0.427 0.362 -0.263 0.434
H -4.3885 -0.4403 -0.0924 0.359 0.049 -0.201 0.201
H -2.6970 -0.5970 -1.1220 0.327 -1.001 -0.446 0.164
```
Forces are in eV/Å.



2 unconnected molecules or ions with the total composition CH6S2Si. Source: OMol25; level of theory: ωB97M-V/def2-TZVPD.

Properties
SMILES string: [SiH2]=CS.S
Gap between HOMO and LUMO: 0.289 hartree

```
10
Properties=species:S:1:pos:R:3:forces:R:3:mulliken_charge:R:1
C -1.1247 0.0729 -0.2788 -0.653 1.134 -0.896 -0.204
Si -0.8291 1.7503 0.2263 -0.694 -2.154 -1.407 0.254
S -0.6744 -1.4971 0.4000 -0.746 0.716 0.432 -0.243
S 2.7448 -1.2254 -0.2599 -0.522 -0.013 -0.346 -0.287
H -1.7274 -0.0884 -1.2379 1.012 0.468 1.342 0.234
H 1.4389 -0.9930 0.1665 1.141 -0.335 -0.561 0.088
H -0.1652 2.0879 1.4725 0.113 0.168 0.218 -0.065
H -1.4010 2.7509 -0.7093 0.190 -0.022 0.448 -0.062
H -0.6444 -1.0501 1.6693 0.144 -0.350 -0.023 0.152
H 2.3823 -1.8080 -1.4488 0.015 0.388 0.793 0.132
```
Forces are in eV/Å.



A gas-phase ion, C7H8N (charge +1). Source: OMol25; level of theory: ωB97M-V/def2-TZVPD.

Properties
Charge: +1
Gap between HOMO and LUMO: 0.339 hartree

```
16
Properties=species:S:1:pos:R:3:forces:R:3:mulliken_charge:R:1
C -1.5242 1.1355 -0.0356 -0.103 1.324 0.003 0.529
C -1.1296 2.7303 -0.0982 3.098 0.554 3.448 0.351
C -1.2521 -0.1862 -0.3129 1.316 -1.996 0.470 -0.327
C -0.2858 -0.9104 0.3440 -2.937 1.802 -1.721 0.234
C 0.3184 2.9212 -0.3167 -0.577 -3.013 -3.454 -0.662
C -0.1817 2.1187 0.7807 -2.991 0.122 -0.550 -0.278
C 0.2324 -2.1626 -0.0607 -1.681 -2.389 -1.097 -1.290
N -2.2658 2.1028 -0.4587 -1.214 -1.075 -0.592 -0.538
H -1.7914 -0.6544 -1.0906 -0.671 -0.262 -0.905 0.441
H 0.0277 -0.4596 1.2107 1.374 0.804 1.991 0.298
H 0.7382 2.4260 -1.1752 0.170 -0.629 -0.531 0.223
H 0.8970 3.7221 -0.2218 1.381 4.059 1.328 0.328
H 0.0957 1.5472 1.6264 0.136 0.085 0.899 0.624
H 0.6285 -2.7161 0.7426 0.504 -0.732 0.956 0.394
H 1.0152 -1.9474 -0.7186 1.711 0.323 -1.136 0.328
H -0.4429 -2.8304 -0.6878 0.485 1.021 0.891 0.347
```
Forces are in eV/Å.



2 unconnected molecules or ions with the total composition CHN2O3P. Source: OMol25; level of theory: ωB97M-V/def2-TZVPD.

Properties
Charge: -2
Gap between HOMO and LUMO: 0.242 hartree

```
8
Properties=species:S:1:pos:R:3:forces:R:3:mulliken_charge:R:1
C -0.9828 0.5840 -0.1352 1.223 -2.724 1.096 -0.108
N -2.3905 0.1880 -0.1795 -0.139 1.949 3.168 -0.385
N -2.1060 0.9233 0.8376 -1.128 -2.486 -2.566 -0.359
O 2.0107 -0.3652 -1.3231 -0.095 0.566 -0.805 -0.677
O 1.6735 0.1488 1.2280 0.299 -0.026 -0.945 -0.677
O 1.2845 -2.1684 0.3160 -0.655 -0.435 -0.411 -0.701
P 1.4338 -0.7118 0.0009 -0.240 0.626 2.568 0.801
H -0.9232 1.4014 -0.7448 0.737 2.531 -2.105 0.106
```
Forces are in eV/Å.



C7H14 in the gas phase. Source: OMol25; level of theory: ωB97M-V/def2-TZVPD.

Properties
SMILES string: C=CCCC(C)C
Gap between HOMO and LUMO: 0.392 hartree

```
21
Properties=species:S:1:pos:R:3:forces:R:3:mulliken_charge:R:1
C 0.8756 -0.9562 0.3939 0.285 0.055 0.164 0.845
C 0.3629 0.4231 -0.0778 0.377 -0.208 0.247 -0.804
C -1.1516 0.5857 -0.2665 -0.333 0.263 -0.145 -0.553
C 2.2693 -0.7849 1.0132 0.043 -0.072 -0.180 -1.582
C -0.0293 -1.6797 1.3910 -0.178 -0.087 -0.151 -1.456
C -1.5212 0.9926 -1.6644 -0.377 0.811 -0.022 -0.226
C -1.8086 2.2471 -2.0287 0.147 -0.685 -0.054 -0.730
H 0.9778 -1.6001 -0.4892 -0.028 0.034 0.064 0.125
H 0.8960 0.6742 -1.0059 -0.178 -0.029 0.159 0.454
H 0.6821 1.1840 0.6475 0.041 -0.190 -0.036 0.276
H -1.7123 -0.3214 -0.0317 0.206 -0.058 0.068 0.262
H -1.5076 1.3449 0.4429 -0.032 -0.114 -0.240 0.314
H -1.5775 0.1976 -2.4056 0.090 0.071 0.005 0.286
H -0.9397 -2.0458 0.9066 0.033 0.099 0.160 0.370
H 2.2157 -0.2035 1.9414 -0.046 -0.047 -0.122 0.369
H 2.7145 -1.7561 1.2532 -0.036 0.110 -0.030 0.412
H 2.9454 -0.2645 0.3272 -0.044 -0.024 0.080 0.375
H -0.3134 -1.0269 2.2219 0.011 -0.036 -0.029 0.313
H 0.4740 -2.5602 1.8057 0.006 0.171 -0.047 0.426
H -2.0885 2.4787 -3.0521 0.080 0.031 0.120 0.261
H -1.7636 3.0713 -1.3227 -0.067 -0.095 -0.012 0.262
```
Forces are in eV/Å.



Number 1: E -20885.03753 eV. Number 2: E -27495.05567 eV. Number 3: E -30679.68832 eV. Number 4: E -8864.42290 eV. Number 5: E -19461.91380 eV. Number 6: E -7485.38304 eV.